(one)
Computed, not measured: the molecule C11H20N2O5, with wB97M-V/def2-TZVPD.

The LUMO energy is -0.091 eV. The HOMO energy is -8.38 eV. The calculation puts the HOMO-LUMO gap at 0.3046 Ha. The charge is 0.

```
38
C11H20N2O5, DFT wB97M-V/def2-TZVPD
C -3.91166 1.64022 -1.74356
C -2.67929 1.45152 -0.86842
N -3.01802 1.87172 0.55730
C -2.20952 1.83309 1.65674
O -2.72356 2.06770 2.69826
C -0.76892 1.29859 1.58028
C 0.23597 2.24630 2.35095
N -0.67650 -0.15733 1.88806
C 0.60999 -0.61086 2.23570
O 0.69907 -0.82855 3.37782
O 1.55278 -1.00187 1.22975
C 2.42224 -2.11644 1.31451
C 3.83981 -1.50138 1.53195
C 2.15931 -3.12161 2.37354
C 2.46591 -2.77863 -0.12549
C -2.08196 0.00755 -0.98956
O -1.35230 -0.20279 -1.92830
O -2.44886 -0.91896 -0.15292
H -4.25217 2.65405 -1.50671
H -3.66288 1.50177 -2.70128
H -4.57272 0.91517 -1.16772
H -1.92434 2.10729 -1.34093
H -3.96542 2.25443 0.74644
H -0.62444 1.41801 0.51737
H 0.06389 2.23894 3.43539
H 0.12558 3.31559 1.91913
H 1.19531 1.92169 2.03069
H -1.31862 -0.38593 2.65915
H -1.01026 -0.75516 1.12604
H 3.90115 -0.54494 0.98175
H 3.96583 -1.30091 2.61212
H 4.63195 -2.17229 1.12664
H 2.95837 -3.82054 2.30196
H 2.13278 -2.62290 3.35316
H 1.13254 -3.69552 2.32880
H 1.52170 -3.32012 -0.21909
H 3.21162 -3.50203 -0.16353
H 2.71124 -2.11906 -0.89446
```

=====

(two)
Computed, not measured: the molecule C11H20N2O5, with wB97M-V/def2-TZVPD.

The LUMO energy is 0.339 eV. The HOMO energy is -10.13 eV. The calculation puts the HOMO-LUMO gap at 0.3845 Ha. The charge is 0.

```
38
C11H20N2O5, DFT wB97M-V/def2-TZVPD
C 3.97696 -1.15831 1.85047
C 3.03522 -0.19510 0.99928
C 2.12511 -0.83208 -0.01375
C 2.88262 -1.62660 -1.19244
C 1.14945 0.25897 -0.34027
N -0.09318 -0.35960 -0.96693
C -0.92914 -1.14817 -0.23923
O -0.67492 -1.60332 0.88388
C -2.17420 -1.42458 -1.01639
N -2.88441 -2.53141 -0.36427
C -3.03331 -0.15757 -0.86954
C -3.15741 0.50982 0.62756
C -2.21559 1.41419 1.06476
O -2.19941 2.51810 0.70126
O -1.38128 0.97466 2.15676
C 1.55457 1.64146 -1.18364
O 1.09327 1.94899 -2.27475
O 2.15760 2.39196 -0.23232
H 3.29908 -1.94921 2.21909
H 4.55378 -0.67029 2.56544
H 4.76447 -1.62852 1.22858
H 3.54677 0.88763 0.80248
H 2.41037 0.34273 1.75768
H 1.55035 -1.73084 0.46139
H 1.97962 -1.98726 -1.87400
H 3.52849 -2.50356 -0.98838
H 3.58700 -0.91767 -1.67064
H 1.04947 0.72156 0.76087
H -0.15675 -0.37262 -2.12417
H -2.25860 -1.78968 -2.23509
H -2.33563 -3.41259 -0.70324
H -2.22188 -2.62369 0.56607
H -2.70574 0.65180 -1.61019
H -4.10936 -0.52833 -1.21921
H -3.39144 -0.34452 1.28425
H -4.00726 1.28809 0.40703
H -1.59174 -0.06619 2.33933
H 2.10433 3.33508 -0.64845
```

=====

Least stable of them? (two).